78
Properties=species:S:1:pos:R:3:lowdin_charge:R:1 method="wB97M-V/def2-TZVPD" fmax_ev_per_a=0.7 energy_ev=-46844.6314 multiplicity=3
C 2.83343 4.91008 -6.98116 -0.13
C 2.40604 3.53253 -6.48750 -0.74
Cl 1.03716 2.92722 -7.50027 0.58
C 2.04863 3.50800 -4.98895 -0.15
B 3.12242 2.67799 -4.17764 -0.45
N 3.23902 1.25856 -4.52882 0.15
C 4.09951 3.37143 -3.14107 -0.20
N 5.46315 3.47389 -3.72927 0.00
H 3.89732 5.06375 -6.78293 0.08
H 2.27303 5.69942 -6.47909 0.08
H 2.67893 5.00794 -8.05428 0.06
H 3.20523 2.82109 -6.68876 0.08
H 1.93342 4.53387 -4.62904 0.09
H 1.08596 3.00086 -4.87334 0.09
H 2.72041 0.65071 -3.90045 0.05
H 4.20005 0.92743 -4.52251 0.06
H 3.77439 4.38488 -2.89572 0.09
H 4.16861 2.82284 -2.19551 0.09
H 5.71336 2.65252 -4.26660 0.05
H 5.53333 4.27519 -4.34275 0.06
C -2.67753 -0.79430 -2.47185 -0.02
C -1.15349 -1.01106 -2.48885 -0.47
C -0.67536 -1.79659 -1.25763 -0.13
C -0.68733 -0.99819 0.04238 -0.18
C 0.08216 0.31033 -0.11436 -0.12
C -0.43702 1.16472 -1.27589 -0.48
N -0.41056 0.29610 -2.50535 -0.10
O 0.72940 0.24281 -3.07999 -0.04
C -1.83125 1.70699 -0.96419 -0.03
C 0.47689 2.35750 -1.52894 -0.03
C -0.78607 -1.76955 -3.75983 -0.04
H -2.94219 0.21583 -2.77573 0.08
H -3.14844 -1.47610 -3.17921 0.08
H -3.11437 -0.98381 -1.49146 0.08
H 0.34560 -2.14064 -1.45240 0.12
H -1.29970 -2.69002 -1.16753 0.13
H -1.70895 -0.80677 0.37856 0.10
H -0.23155 -1.59258 0.83376 0.09
H 0.02541 0.90306 0.80252 0.12
H 1.13966 0.08973 -0.29231 0.13
H -2.23399 2.25592 -1.81660 0.09
H -1.73826 2.40055 -0.12733 0.09
H -2.54506 0.94239 -0.67493 0.06
H 1.49910 2.03613 -1.71268 0.07
H 0.47033 3.00554 -0.65099 0.09
H 0.13560 2.93559 -2.38928 0.09
H -1.03978 -1.18771 -4.64662 0.10
H -1.35868 -2.69883 -3.77517 0.09
H 0.27290 -2.00499 -3.79942 0.08
C -0.82481 -0.81023 6.56647 -0.02
C -1.73207 -1.02333 5.34118 -0.48
C -3.02610 -1.76518 5.71095 -0.13
C -2.83481 -3.25080 5.99945 -0.17
C -2.10978 -3.94112 4.84781 -0.13
C -0.76705 -3.28072 4.51428 -0.49
N -1.03929 -1.82026 4.26887 -0.10
O -1.43570 -1.56197 3.07901 -0.04
C 0.24469 -3.50829 5.63690 -0.03
C -0.18418 -3.86828 3.23490 -0.04
C -2.07660 0.34078 4.75248 -0.05
H 0.21936 -1.00002 6.32926 0.08
H -0.89659 0.22580 6.89573 0.08
H -1.10491 -1.44146 7.40971 0.08
H -3.72796 -1.65551 4.87853 0.12
H -3.46942 -1.25724 6.57172 0.13
H -2.29493 -3.39872 6.93871 0.10
H -3.81438 -3.71222 6.13703 0.11
H -1.92719 -4.99449 5.07565 0.12
H -2.74064 -3.90719 3.95450 0.13
H 1.17673 -2.98081 5.42996 0.09
H 0.46327 -4.57616 5.67937 0.09
H -0.11035 -3.20951 6.61817 0.06
H -0.88217 -3.79604 2.40579 0.08
H 0.04871 -4.91999 3.41044 0.09
H 0.73579 -3.35165 2.95762 0.09
H -1.17668 0.85122 4.40701 0.09
H -2.53810 0.94214 5.53791 0.09
H -2.76574 0.25900 3.91756 0.08

18
Properties=species:S:1:pos:R:3:lowdin_charge:R:1 method="wB97M-V/def2-TZVPD" smiles=CC(C)(OO)C(C#N)C#N fmax_ev_per_a=3.6 energy_ev=-13422.6680 e_above_lowest_kcal_mol=108.5
C 1.52338 0.63264 0.54793 0.02
C 0.11540 0.13363 0.41270 -0.54
C -0.82071 1.29022 0.23398 -0.01
O -0.21743 -0.62429 1.61294 -0.09
O -1.46465 -1.25349 1.49008 -0.03
C -0.12631 -0.76845 -0.80510 -0.25
C -0.05371 -0.03203 -1.98977 -0.24
N 0.00831 0.41988 -3.02418 0.22
C 0.67164 -1.98186 -0.90931 -0.16
N 1.42808 -2.82896 -0.94067 0.20
H 2.05606 -0.25477 0.73411 0.08
H 1.52078 1.26516 1.43304 0.10
H 1.86473 1.22108 -0.29461 0.11
H -1.78702 0.91449 0.14370 0.07
H -0.54449 1.73572 -0.71794 0.10
H -0.79270 1.94129 1.04273 0.09
H -2.16349 -0.61170 1.82009 0.14
H -1.21787 -1.19859 -0.78972 0.20

30
Properties=species:S:1:pos:R:3:lowdin_charge:R:1 method="wB97M-V/def2-TZVPD" fmax_ev_per_a=3.3 energy_ev=-17532.0565 e_above_lowest_kcal_mol=75.2
C 2.33586 1.36993 -1.54548 -0.07
C 1.22764 0.68370 -1.80012 -0.29
C 1.04815 -0.15621 -3.01299 -0.16
C 0.84315 0.06753 2.15497 -0.13
C -1.34515 -1.36704 1.92200 -0.12
C 0.83126 -1.95904 0.54817 -0.09
C -2.36693 0.07252 -1.01188 -0.16
C -0.90816 2.21704 0.68299 -0.18
C -0.09583 -0.75955 1.22403 -0.59
Si -0.74588 0.47040 -0.11230 0.83
H 2.40582 1.88643 -0.59497 0.03
H 3.19088 1.32909 -2.17573 0.04
H 0.37331 0.45299 -3.61779 0.07
H 0.52710 -1.11921 -2.83147 0.07
H 2.05767 -0.18956 -3.43105 0.07
H 1.57967 0.67925 1.56370 0.08
H 0.20451 0.73192 2.83454 0.10
H 1.47805 -0.44427 2.82005 0.05
H -1.61601 -2.18247 1.29639 0.05
H -2.27983 -0.70966 2.08350 0.10
H -1.19228 -1.77773 2.95208 0.09
H 1.82612 -1.63531 0.07415 0.09
H 1.12019 -2.79157 1.24996 0.08
H 0.28833 -2.45961 -0.27491 0.05
H -2.63209 -0.85337 -0.63247 -0.01
H -3.17644 0.71906 -0.86629 0.02
H -2.35806 0.03088 -2.03411 0.00
H -1.28901 2.86636 -0.03788 0.00
H -1.39381 2.21336 1.58982 -0.01
H 0.06179 2.61412 0.98310 0.03

19
Properties=species:S:1:pos:R:3:lowdin_charge:R:1 method="wB97M-V/def2-TZVPD" smiles=CCN.CSC fmax_ev_per_a=2.2 energy_ev=-16683.2881 e_above_lowest_kcal_mol=18.5
C -2.21860 -0.03850 -3.39308 -0.11
C -1.62833 -0.45450 -2.03369 -0.33
N -0.73073 0.60964 -1.52330 -0.03
H -2.92658 -0.82272 -3.65798 0.07
H -2.66990 0.93595 -3.35248 0.06
H -1.36873 -0.03298 -4.08303 0.07
H -2.44460 -0.54948 -1.27535 0.11
H -1.03023 -1.34415 -2.13287 0.08
H -0.45370 1.22904 -2.27160 0.05
H -1.14450 1.15295 -0.78219 0.05
C 2.02426 -0.71703 4.05943 -0.43
S 2.66865 0.49491 2.83663 0.74
C 1.67320 0.60156 1.38068 -0.48
H 2.87859 -1.37547 4.30658 0.02
H 1.26726 -1.43612 3.76318 0.03
H 1.64414 -0.25500 4.98393 0.02
H 0.73244 0.04729 1.40184 0.04
H 1.40623 1.63586 1.21049 0.02
H 2.32114 0.31876 0.56281 0.02

13
Properties=species:S:1:pos:R:3:lowdin_charge:R:1 method="wB97M-V/def2-TZVPD" smiles="C[C@@H](P)P(=O)([O-])[O-]" fmax_ev_per_a=2.8 energy_ev=-26891.8770 total_charge=-2 e_above_lowest_kcal_mol=0.2
C -1.19873 -1.18608 0.04293 -0.19
C -0.30050 0.09622 -0.52239 -0.68
P -0.94655 1.68585 0.09207 0.63
P 1.56116 -0.01373 -0.00775 -0.02
O 1.52133 -0.26641 1.48676 -0.49
O 2.04395 1.38726 -0.40555 -0.54
O 2.11996 -1.14043 -0.85104 -0.50
H -0.96480 -2.04807 -0.57451 0.03
H -0.86281 -1.35485 1.05956 0.03
H -2.26630 -0.96293 0.01304 0.01
H -0.40183 0.10985 -1.61825 0.03
H -0.60533 1.44095 1.40953 -0.14
H 0.30045 2.25237 -0.12440 -0.15

8
Properties=species:S:1:pos:R:3:lowdin_charge:R:1 method="wB97M-V/def2-TZVPD" fmax_ev_per_a=3.3 energy_ev=-21040.5575 e_above_lowest_kcal_mol=1.2
C -0.43044 0.83419 0.08094 -0.18
C 0.42359 -0.45430 -0.29099 -1.19
F 0.95452 -0.49163 -1.50067 -0.08
I 1.89647 -0.72480 1.32479 0.74
I -1.00552 -2.30895 -0.21602 0.58
H -0.81318 0.56437 1.01802 0.02
H 0.27845 1.61287 0.09914 0.05
H -1.30390 0.96826 -0.51521 0.06